Arrangement P

Molecular formula: C6H15NO
Method: DFT, wB97M-V/def2-TZVPD

Properties
LUMO   0.0296 hartree
Structure (SMILES)   CCC(N)=O.CCC

```
! wB97M-V def2-TZVPD RIJCOSX def2/J DEFGRID3
* xyz 0 1
C 2.12 0.09 0.16
C 2.55 -0.74 1.35
C 1.48 -1.28 2.28
N 1.01 -0.33 3.19
O 1.14 -2.44 2.35
H 1.49 0.96 0.40
H 1.35 -0.40 -0.44
H 3.03 0.30 -0.41
H 3.21 -1.59 1.13
H 3.34 -0.24 1.94
H 0.28 -0.55 3.84
H 1.51 0.52 2.97
C -1.51 1.47 -2.39
C -2.11 0.07 -2.12
C -2.62 -0.10 -0.67
H -0.87 1.48 -3.29
H -2.20 2.31 -2.53
H -0.80 1.78 -1.62
H -2.98 -0.13 -2.73
H -1.29 -0.61 -2.36
H -1.83 0.16 0.05
H -3.53 0.45 -0.49
H -2.78 -1.18 -0.59
*
```

Results of the Löwdin charge analysis, in e, for atoms 1 through 2: -0.094 -0.202



Arrangement Q

Molecular formula: C6H15NO
Method: DFT, wB97M-V/def2-TZVPD

Properties
LUMO   0.0317 hartree
Structure (SMILES)   CCC(N)=O.CCC

```
! wB97M-V def2-TZVPD RIJCOSX def2/J DEFGRID3
* xyz 0 1
C 0.89 1.00 2.01
C 1.41 0.26 0.74
C 0.92 -1.17 0.69
N 1.16 -1.89 1.83
O 0.30 -1.67 -0.23
H -0.18 0.93 1.88
H 1.25 2.03 1.93
H 1.37 0.68 2.93
H 0.85 0.72 -0.07
H 2.46 0.40 0.47
H 0.66 -2.74 2.02
H 1.64 -1.46 2.59
C -1.34 2.01 -0.83
C -1.76 0.62 -1.33
C -1.32 0.26 -2.76
H -2.23 2.62 -0.62
H -1.12 2.02 0.24
H -0.63 2.58 -1.42
H -2.85 0.65 -1.37
H -1.56 -0.18 -0.63
H -0.51 0.92 -3.11
H -2.18 0.30 -3.42
H -0.76 -0.68 -2.76
*
```

Results of the Löwdin charge analysis, in e, for atoms 1 through 2: -0.091 -0.156



Arrangement R

Molecular formula: C6H15NO
Method: DFT, wB97M-V/def2-TZVPD

Properties
LUMO   0.0356 hartree
Structure (SMILES)   CCN[C@@H](C)[C@@H](C)O

```
! wB97M-V def2-TZVPD RIJCOSX def2/J DEFGRID3
* xyz 0 1
C -1.64 -2.27 1.27
C -1.14 -1.76 -0.08
N 0.11 -1.00 -0.05
C -0.01 0.46 -0.29
C -0.78 1.14 0.86
C 1.45 0.93 -0.50
C 1.84 1.39 -1.91
O 1.87 1.99 0.43
H -1.21 -3.26 1.46
H -1.32 -1.73 2.16
H -2.70 -2.42 1.28
H -1.87 -1.18 -0.64
H -0.96 -2.62 -0.72
H 0.69 -1.20 0.76
H -0.53 0.50 -1.24
H -1.85 1.14 0.61
H -0.48 2.15 1.11
H -0.59 0.58 1.78
H 2.15 0.17 -0.18
H 1.02 1.84 -2.47
H 2.18 0.56 -2.51
H 2.65 2.09 -1.85
H 1.11 2.51 0.72
*
```

Results of the Löwdin charge analysis, in e, for atoms 1 through 2: -0.098 -0.279



Stability ranking, top entry: arrangement P; the second entry is 11.2 kJ/mol less favorable.